(1)
ORCA calculation (ωB97M-V/def2-TZVPD) on a cluster of 40 separate species, H80O40 in total.

```
120
Properties=species:S:1:pos:R:3:forces:R:3:mulliken_charge:R:1
H -3.0488 1.3477 0.4879 -0.01 -0.63 1.01 -0.050
H -4.0373 1.9392 -0.4792 0.69 0.03 -0.09 0.260
O -3.1014 2.0062 -0.1911 -1.30 0.39 -0.62 -0.253
H 0.9543 2.1559 2.8203 -0.72 0.78 -3.21 0.148
H 0.7331 3.2600 1.7306 -0.22 3.54 -0.04 0.108
O 0.7649 2.3544 1.7966 0.81 -4.29 3.31 -0.109
H 5.5875 -0.9907 2.9087 -0.10 0.56 1.24 0.296
H 5.4857 -1.7587 1.7267 -0.85 -1.28 -1.39 0.353
O 6.0143 -1.0688 2.0704 1.35 0.97 0.39 -0.612
H 1.0099 -3.8325 -1.9531 1.04 0.01 0.64 0.337
H 0.2502 -2.7009 -1.9218 -0.30 0.71 -0.22 -0.316
O 0.9943 -3.0214 -1.4064 -0.71 -1.38 -0.27 -0.147
H 3.3444 -0.7124 -1.9737 0.78 1.21 -0.24 0.032
H 4.4467 0.0270 -2.8360 -0.02 -0.28 -1.44 0.315
O 4.1385 -0.1149 -1.9604 -0.70 -1.84 1.20 -0.667
H 2.5432 2.8568 -3.7103 2.38 3.60 -2.23 0.241
O 2.1268 2.2016 -3.2772 -2.54 -3.48 4.01 -0.549
H -2.1937 -0.5541 -3.2038 -1.17 -0.21 0.23 0.273
O -1.5726 -0.0921 -3.7588 1.69 0.45 1.04 -0.655
H -1.5681 -3.5561 -1.9772 -1.06 0.02 -0.62 0.339
H -2.2184 -2.6230 -1.0977 0.57 2.72 3.53 0.253
O -2.4400 -3.1215 -1.8152 1.09 -2.38 -2.54 -0.487
H 1.0548 -0.7196 3.8911 0.20 -0.21 0.37 0.360
H 0.4701 -0.7254 2.5378 0.23 -0.48 -2.45 -0.058
O 0.2723 -0.4613 3.3998 -0.51 0.57 2.72 -0.561
H 4.5094 -3.8824 -2.1211 3.43 -3.80 0.83 0.273
H 3.9650 -2.6434 -1.4792 0.11 -0.42 -0.05 0.252
O 3.9344 -3.2244 -2.2579 -3.54 4.13 -0.79 -0.620
H -3.9121 1.8784 -2.9831 -1.09 -3.46 0.06 0.421
H -5.3320 1.4985 -3.0644 -4.41 1.74 -0.86 0.241
O -4.6020 1.0037 -2.9115 5.30 1.54 1.00 -0.565
H -5.4262 -2.8629 -1.5761 -0.48 -0.20 -0.66 0.312
O -4.9658 -3.2553 -2.3410 0.33 -0.25 2.39 -0.606
H -0.4208 -2.3077 1.4325 -1.37 -3.55 0.62 0.255
H -1.4813 -3.4611 1.1408 -1.63 -0.33 -1.20 0.107
O -0.7161 -3.3198 1.6511 2.70 4.18 0.30 -0.637
H -1.8245 4.0747 2.5326 -2.84 -1.92 2.04 0.493
H -1.2606 5.7825 2.5151 -1.33 -3.48 0.10 0.265
O -1.2753 4.7699 2.3596 4.80 5.72 -2.06 -0.578
H 0.3717 1.2297 5.3046 1.69 -2.55 -0.28 0.235
H 0.4728 2.6765 5.0767 0.76 0.54 -0.09 0.324
O -0.1188 1.9953 5.3620 -2.94 1.97 0.50 -0.589
H -0.1214 -1.0892 -6.4152 -0.57 -1.12 0.48 0.320
H 1.0854 -1.8104 -6.5648 0.36 -0.90 0.23 0.245
O 0.1965 -2.0140 -6.2512 -0.20 2.05 -1.25 -0.576
H -3.8077 -2.1212 -3.9702 -1.24 0.52 0.21 0.254
H -4.9224 -1.1638 -3.3069 0.91 -0.76 -1.29 0.281
O -4.5942 -1.5624 -4.1543 0.59 0.70 0.05 -0.581
H -5.5000 2.3763 1.7594 -0.48 -2.68 1.71 0.375
H -5.1596 0.8548 1.9639 1.82 -1.83 -0.70 0.276
O -5.7753 1.4778 2.2338 -1.60 3.71 -0.65 -0.646
H 2.4518 -1.9109 -3.6036 0.56 -1.10 0.87 0.081
O 2.1825 -1.4609 -4.3841 -4.34 1.74 3.31 -0.479
H 1.0226 0.0793 0.1354 0.31 0.02 1.08 -0.333
H 1.6823 0.2915 1.6116 -0.92 0.48 -0.67 0.035
O 1.2952 -0.3505 0.9898 0.05 -0.44 -0.61 0.078
H 1.5497 -3.1883 4.8405 2.63 0.99 0.07 0.307
O 2.5288 -2.8548 4.7484 -4.13 1.17 0.27 -0.596
H 4.8379 1.5201 -1.8538 1.10 -3.61 -0.31 0.327
H 4.4315 2.4873 -0.9456 -0.22 0.79 1.61 0.289
O 4.5321 2.3669 -1.8705 -0.65 4.05 -0.73 -0.649
H -3.1200 0.6835 6.0186 -0.29 -0.91 -0.55 0.321
H -1.9440 -0.0796 5.5769 0.40 -0.38 -0.25 0.298
O -2.9002 -0.1388 5.5193 -0.07 1.33 0.69 -0.616
H -3.5548 3.6295 2.0733 -0.43 -0.41 0.57 0.242
H -4.2895 4.1539 0.8741 -0.79 -1.30 1.98 0.325
O -4.4586 3.6060 1.7253 1.10 2.63 -2.71 -0.649
H -0.7752 5.8218 -1.2705 2.21 -1.29 -2.00 0.325
H -1.0654 5.0328 -2.4842 0.83 -0.29 -0.42 0.279
O -0.2473 5.3269 -2.0346 -3.04 1.47 2.43 -0.619
H 3.7892 -3.0882 0.9223 -0.52 -4.05 0.50 0.398
H 3.2161 -1.8401 1.0720 2.37 -0.36 -1.42 0.089
O 4.0687 -2.2640 0.6517 -2.28 3.24 0.65 -0.691
H -2.4676 1.9290 3.2806 -0.94 -2.44 -1.75 0.259
H -1.8223 2.4694 4.3462 0.09 1.30 0.02 0.232
O -2.4188 2.7844 3.6210 0.83 0.68 1.73 -0.580
H 3.0183 0.0041 0.6917 -6.74 -3.08 -0.29 0.063
H 4.5299 -0.3265 0.0611 -3.19 1.98 1.90 0.448
O 3.8291 0.2729 0.6105 10.15 1.52 -1.96 0.076
H -1.9278 1.6864 -3.5065 0.06 -0.50 0.18 0.031
H -2.2225 2.3917 -2.0630 0.31 -0.52 -2.08 0.388
O -2.3754 2.3879 -3.0614 -1.07 2.40 2.70 -0.845
H -0.5661 -2.8959 -4.5228 -1.71 -1.59 -6.89 0.312
H -0.6982 -1.6862 -3.5937 1.42 -3.40 -1.00 0.242
O -0.3163 -2.6973 -3.7192 0.15 4.85 7.89 -0.599
H -3.0180 -2.0787 1.7533 -0.49 2.67 -2.71 0.327
H -3.6647 -1.1158 0.5312 -1.98 -0.39 -0.51 0.267
O -2.9092 -1.3102 1.0355 2.41 -2.12 3.01 -0.611
H 1.8547 -4.9195 1.1335 -1.56 -9.00 -2.54 0.154
O 1.9846 -4.1212 1.3639 6.51 6.41 3.08 -0.420
H -1.5025 1.5165 -0.4245 0.91 0.25 -0.35 0.355
H -0.0045 2.0507 -0.6075 -1.24 -0.96 -0.41 0.154
O -0.6826 1.3993 -0.9419 1.04 0.49 0.46 -0.387
H 2.7954 -1.5786 -4.9985 4.34 -0.79 -3.98 0.253
H 2.3572 2.3350 -2.3061 -0.07 -0.35 -2.10 0.243
H 2.9596 -3.6691 4.7123 1.48 -2.10 -0.17 0.283
H -1.0589 0.4366 -3.0829 -0.11 -0.99 -0.55 0.434
H -4.0704 -3.3337 -1.9195 -0.90 -0.03 -1.66 0.322
H 1.2251 -3.6732 1.3038 -4.70 2.39 -0.52 0.275
O -0.0277 -4.4385 4.0996 -4.07 2.26 -0.87 -0.658
H 0.3390 -3.6565 3.6628 0.66 -0.40 -0.36 0.309
H -1.0308 -4.0767 3.8583 3.43 -2.00 1.22 0.369
O 1.3656 -0.4511 -1.8581 4.26 5.77 -4.65 1.237
H 0.8458 -1.0894 -1.5995 -3.97 -5.36 2.00 -0.280
H 1.3479 -0.4359 -2.8915 0.10 0.18 2.48 0.053
O -1.5176 2.0931 -5.5077 -1.69 0.07 -2.62 -0.611
H -2.1629 1.4227 -5.2715 -0.02 -0.14 -0.25 0.316
H -0.8851 2.0928 -4.8449 2.10 0.16 1.69 0.373
O 3.3962 4.5731 3.1356 2.12 -0.82 -3.23 -0.753
H 3.1715 5.1376 2.3361 0.41 -0.94 1.46 0.323
H 4.1167 3.8867 2.7037 -2.54 2.00 1.18 0.374
O 4.7148 2.3254 1.7010 -0.79 -0.84 -0.05 -0.675
H 4.3990 1.3805 1.3924 0.05 1.59 0.05 0.464
H 5.4797 2.0881 2.2053 1.03 0.04 0.46 0.283
O 2.3875 2.6684 4.5290 0.78 -1.01 -1.26 -0.663
H 2.3189 3.4766 3.9835 0.35 0.29 0.29 0.448
H 3.0977 2.2139 3.9946 -0.97 0.45 1.00 0.229
O -3.9654 -4.0961 0.4507 -2.78 -0.54 1.34 -0.603
H -4.9824 -4.3209 0.6471 3.60 0.80 -1.28 0.321
H -3.7999 -3.8709 -0.4786 -0.66 -0.65 0.57 0.318
```
Positions in Å, forces in eV/Å.

Computed properties:
- HOMO energy (eV) = -10.16
- charge = 0
- total energy (eV) = -83190.586


(2)
ORCA calculation (ωB97M-V/def2-TZVPD) on a structure of composition C29H32AsN3O3SZr.

```
70
Properties=species:S:1:pos:R:3:forces:R:3:nbo_charge:R:1
Zr 0.2311 0.4348 0.2802 0.47 0.24 0.28 1.810
C -0.1896 -1.9556 3.0415 -0.01 -0.02 0.01 -0.649
C 0.4189 -0.6172 2.7584 -0.02 0.03 -0.02 0.001
C 1.7456 -0.5012 2.2950 0.00 0.00 -0.04 -0.251
C 2.3179 0.7430 2.0493 -0.07 -0.05 -0.06 -0.171
C 1.5627 1.9114 2.2072 0.01 -0.03 -0.10 -0.254
C 0.2487 1.8188 2.6610 -0.05 -0.02 -0.07 -0.122
C -0.3098 0.5649 2.9405 -0.05 -0.07 -0.03 -0.243
H 0.3280 -2.7455 2.5025 0.00 0.00 0.00 0.246
H -1.2439 -1.9779 2.7675 0.00 0.01 0.00 0.253
H -0.1157 -2.1612 4.1117 0.00 0.00 0.00 0.266
H 2.3125 -1.4045 2.1094 0.03 0.01 0.04 0.266
H 3.3312 0.8039 1.6786 0.01 0.00 0.02 0.263
H 1.9916 2.8787 1.9859 0.00 -0.02 0.02 0.270
H -0.3555 2.7117 2.7629 0.01 0.00 0.02 0.271
H -1.3401 0.5054 3.2673 0.01 0.00 0.05 0.277
S -2.1465 1.0394 0.6708 0.07 -0.13 -0.02 -0.190
C -2.7442 1.6739 -0.8819 0.06 0.04 -0.01 -0.147
C -4.0094 1.3312 -1.3362 -0.02 0.00 -0.01 -0.218
C -4.4898 1.8996 -2.5086 -0.03 -0.02 0.01 -0.159
C -3.7227 2.8081 -3.2230 0.02 0.02 -0.02 -0.211
C -2.4593 3.1585 -2.7669 -0.01 0.00 -0.02 -0.125
C -1.9741 2.5958 -1.5947 -0.02 0.00 0.02 -0.391
As -0.2255 2.9516 -0.8831 0.15 -0.13 -0.13 1.000
C 0.8228 3.4773 -2.4188 -0.12 0.07 0.04 -0.374
C 0.9276 2.5526 -3.4568 0.01 -0.06 0.01 -0.170
C 1.6398 2.8766 -4.6017 0.01 -0.03 -0.01 -0.230
C 2.2577 4.1172 -4.7091 0.00 0.03 0.00 -0.186
C 2.1468 5.0404 -3.6788 0.01 -0.02 -0.04 -0.194
C 1.4216 4.7263 -2.5362 0.01 0.02 0.10 -0.206
C -0.3830 4.4575 0.3068 -0.08 -0.04 -0.03 -0.380
C 0.7578 5.0160 0.8793 0.06 0.02 0.01 -0.239
C 0.6370 6.0444 1.8024 0.01 0.01 -0.01 -0.200
C -0.6216 6.5079 2.1631 -0.03 -0.02 -0.01 -0.175
C -1.7579 5.9469 1.5967 0.02 0.03 0.03 -0.205
C -1.6434 4.9205 0.6693 -0.01 -0.01 -0.05 -0.143
H -4.6186 0.6339 -0.7761 0.01 0.00 0.01 0.235
H -5.4763 1.6318 -2.8634 0.00 0.00 0.00 0.239
H -4.1091 3.2464 -4.1329 0.00 0.00 0.00 0.239
H -1.8575 3.8651 -3.3255 0.00 0.00 0.01 0.224
H 0.4328 1.5888 -3.3854 0.00 0.00 0.01 0.217
H 1.6988 2.1673 -5.4176 0.00 0.01 0.00 0.232
H 2.8065 4.3724 -5.6060 0.00 0.00 0.00 0.238
H 2.6076 6.0148 -3.7698 0.00 0.00 0.00 0.239
H 1.3137 5.4669 -1.7536 0.00 -0.01 0.01 0.232
H 1.7483 4.6716 0.5986 -0.02 0.00 -0.05 0.212
H 1.5246 6.4881 2.2337 0.00 0.01 0.00 0.235
H -0.7151 7.3103 2.8824 0.00 0.00 0.00 0.240
H -2.7388 6.3116 1.8706 0.00 0.00 0.01 0.238
H -2.5362 4.4941 0.2272 0.02 -0.01 0.00 0.224
N -2.1449 -3.0284 -0.6379 -0.05 0.02 0.00 -0.821
C -1.0840 -2.8140 -1.6145 0.09 0.02 0.01 -0.322
C -0.3273 -1.6152 -1.1122 0.03 0.01 -0.21 0.831
O -0.5179 -0.4469 -1.5694 -0.07 0.05 -0.01 -0.693
O 0.4701 -1.7043 -0.1091 -0.11 0.09 0.18 -0.763
H -2.3644 -4.0088 -0.5352 0.01 -0.01 0.00 0.391
H -2.9922 -2.5399 -0.8955 0.01 -0.01 -0.02 0.379
H -1.4183 -2.6326 -2.6373 -0.02 0.03 0.00 0.220
H -0.4031 -3.6643 -1.6107 0.00 -0.01 0.01 0.234
C 4.7551 0.5361 -3.2383 0.00 -0.01 -0.02 -0.437
N 3.7322 0.9877 -2.3058 -0.05 0.04 0.00 -0.561
C 2.9641 0.1865 -1.5814 0.03 -0.07 0.00 0.825
N 3.1282 -1.1401 -1.6405 -0.04 0.01 0.02 -0.795
O 2.0911 0.6896 -0.8023 -0.33 0.02 0.06 -0.795
H 5.2824 1.4059 -3.6170 -0.01 0.01 0.00 0.249
H 4.3177 0.0022 -4.0839 0.01 -0.01 0.01 0.214
H 5.4828 -0.0984 -2.7319 0.00 0.00 0.00 0.218
H 3.4572 1.9588 -2.3016 0.01 0.00 -0.01 0.435
H 3.7893 -1.5743 -2.2609 0.01 0.00 0.00 0.426
H 2.5422 -1.7192 -1.0597 0.01 0.00 -0.03 0.430
```
Positions in Å, forces in eV/Å.

Computed properties:
- HOMO energy (eV) = -13.59
- charge = +2
- total energy (eV) = -114151.382


(3)
ORCA calculation (ωB97M-V/def2-TZVPD) on a structure of composition C8H5BBr2Cl5NRh.

```
23
Properties=species:S:1:pos:R:3:forces:R:3:nbo_charge:R:1
Rh -0.3806 -0.4654 0.4733 -0.04 -1.18 0.54 0.716
Br -1.5276 -1.9543 -1.1216 -0.10 -0.07 0.10 0.366
C -0.0628 -3.2201 -1.0081 0.02 -0.01 -0.11 -0.509
Br 1.1212 -2.5903 0.3954 0.07 0.44 -0.20 0.286
H 0.4812 -3.2021 -1.9440 0.01 -0.01 -0.01 0.265
H -0.4540 -4.1930 -0.7372 0.01 -0.01 0.02 0.268
Cl 0.7661 1.0517 1.9314 0.00 0.01 0.06 0.212
C 1.5632 1.3270 0.3845 0.01 -0.04 0.14 -0.005
C 1.0026 0.5156 -0.5656 -0.16 0.22 -0.10 -0.115
C 1.4963 0.5609 -1.8553 -0.08 -0.11 0.00 -0.089
Cl 0.8615 -0.4564 -3.0923 0.04 0.06 0.05 0.060
C 2.5546 1.4386 -2.1351 -0.05 -0.02 0.04 -0.073
Cl 3.1926 1.5019 -3.7156 0.02 0.02 -0.04 0.123
C 3.0997 2.2541 -1.1334 0.00 0.00 0.03 -0.067
Cl 4.3828 3.3161 -1.4881 0.04 0.02 -0.02 0.129
C 2.6040 2.2000 0.1746 0.02 0.03 -0.08 -0.121
Cl 3.2255 3.1396 1.4500 -0.01 0.01 0.01 0.128
B -4.4642 -0.2169 2.5967 -0.04 -0.12 0.11 -0.621
C -3.1481 -0.1133 1.8170 0.02 0.17 -0.03 0.571
N -2.1253 -0.0709 1.2522 0.22 0.50 -0.40 -0.726
H -4.4595 0.6793 3.4038 -0.01 -0.01 -0.07 0.065
H -5.3520 -0.1975 1.7810 0.02 0.03 0.01 0.063
H -4.3770 -1.3047 3.1365 0.00 0.06 -0.05 0.074
```
Positions in Å, forces in eV/Å.

Computed properties:
- HOMO energy (eV) = -12.74
- charge = +1
- total energy (eV) = -216237.872


What are the relative energy (zero: lowest compared OMol25 entry of this formula, charge and spin) values for these records? In order: 1469.5, 25.3, 70.7 kJ/mol.
What are the largest force on an atom values for these records? In order: 10.4, 0.6, 1.3 eV/A.